No. 1
ORCA calculation (ωB97M-V with the def2-TZVPD basis set) on a cluster of 6 separate species, C7H26O7 in total in a non-equilibrium geometry.

Atoms and positions in Å:
C  -1.720  -2.131  -4.061
O  -1.913  -1.058  -3.175
H  -1.050  -2.902  -3.681
H  -2.514  -2.774  -4.442
H  -1.184  -1.807  -4.953
H  -1.072  -0.602  -3.098
C  -3.725  2.596  0.459
O  -5.102  2.899  0.513
H  -3.221  2.911  1.373
H  -3.546  1.530  0.322
H  -3.211  3.171  -0.311
H  -5.510  2.906  -0.356
C  0.566  -4.168  1.763
O  -0.006  -4.270  3.043
H  0.592  -3.089  1.610
H  1.564  -4.596  1.668
H  -0.066  -4.461  0.925
H  0.712  -4.288  3.680
C  4.189  0.336  0.036
O  3.407  -0.378  -0.907
H  3.663  0.750  0.897
H  4.822  -0.416  0.507
H  4.674  1.172  -0.468
H  4.063  -0.837  -1.437
C  -0.439  -0.964  -0.152
O  0.447  -0.368  -1.076
H  0.102  -1.053  0.791
H  -1.352  -0.404  0.051
H  -0.686  -1.934  -0.583
H  1.385  -0.441  -0.883
C  1.155  2.008  0.895
C  -0.293  2.537  0.894
O  -0.726  3.065  2.131
O  1.945  2.882  1.776
H  1.645  2.112  -0.074
H  1.024  0.971  1.202
H  -1.056  1.824  0.583
H  -0.397  3.310  0.133
H  0.031  3.499  2.531
H  2.804  2.464  1.875

Forces on the atoms, in the same order (eV/Å):
1.9 -0.9 -0.9
-1.2 -0.4 -0.1
0.3 0.0 0.7
-1.1 1.0 0.6
-0.1 0.3 -0.3
0.3 0.0 0.3
0.5 0.2 -0.2
-0.5 0.2 0.5
-0.4 -0.1 0.2
0.0 -0.1 -0.1
0.0 -0.1 -0.4
0.3 -0.1 -0.1
0.2 1.9 -0.6
-0.5 -1.2 0.6
0.8 0.1 -0.5
-0.1 -0.1 0.0
-0.3 -0.8 0.5
0.0 0.0 0.0
0.2 -0.4 0.3
-1.1 0.6 0.5
-0.8 -0.1 -0.3
0.8 0.4 0.0
0.5 -0.1 0.2
0.1 -0.5 -0.5
1.3 -0.6 0.0
-1.1 1.2 -1.0
-0.3 -0.4 0.3
0.1 0.3 -0.4
-0.4 -0.2 0.5
0.5 -0.3 0.4
-0.5 0.9 0.5
0.0 1.1 -0.8
-0.1 -0.3 0.3
-1.1 -0.9 -0.3
-0.5 -0.5 -0.2
1.0 0.0 0.4
0.5 -0.6 0.2
0.2 0.4 -0.1
0.3 0.1 0.1
0.2 0.0 0.1

HOMO level (alpha / beta) = 0.6 / -7.4 eV
DFT total energy = -808.799221 Ha
Spin multiplicity = 2
Charge = -1
Strongest force on any atom = 2.3 eV Å⁻¹
LUMO (alpha / beta) = 0.09803 / 0.09722 hartree
ΔE to the lowest compared entry with this formula, charge and spin = 0.351 eV


No. 2
ORCA calculation (ωB97M-V with the def2-TZVPD basis set) on an isolated molecule of C18H17NO3S.

Atoms and positions in Å:
C  1.897  3.819  -3.152
H  2.363  3.578  -2.199
H  2.626  4.341  -3.767
H  1.064  4.494  -2.975
C  1.441  2.550  -3.864
C  0.545  1.647  -3.058
C  0.396  0.321  -3.463
C  -0.424  -0.548  -2.769
C  -1.098  -0.088  -1.654
C  -0.977  1.221  -1.237
C  -0.156  2.087  -1.941
H  -0.067  3.108  -1.608
H  -1.522  1.538  -0.363
S  -2.149  -1.211  -0.752
O  -2.791  -0.505  0.317
O  -2.958  -1.929  -1.697
N  -1.069  -2.369  -0.115
C  -0.878  -2.298  1.281
C  -1.527  -3.149  2.139
C  -1.387  -3.020  3.525
C  -0.627  -2.011  4.060
C  0.076  -1.122  3.204
C  0.881  -0.087  3.718
C  1.577  0.739  2.880
C  1.521  0.541  1.493
C  0.742  -0.452  0.967
C  -0.029  -1.287  1.799
H  0.722  -0.631  -0.096
H  2.105  1.172  0.839
H  2.189  1.534  3.280
H  0.935  0.031  4.789
O  -0.502  -1.829  5.404
H  -1.043  -2.479  5.868
H  -1.912  -3.707  4.175
H  -2.166  -3.925  1.744
H  -1.405  -3.274  -0.415
H  -0.553  -1.573  -3.076
H  0.932  -0.029  -4.334
H  0.909  2.827  -4.779
H  2.319  1.976  -4.169

Forces on the atoms, in the same order (eV/Å):
0.0 -0.2 -0.2
0.1 0.0 0.1
0.0 0.1 0.0
0.0 0.1 0.1
0.1 0.2 0.0
0.0 -0.1 0.0
-0.1 -0.1 0.1
0.1 -0.1 -0.1
-0.4 -0.2 0.3
-0.2 0.0 0.1
0.0 -0.1 -0.1
0.0 0.1 0.0
0.0 0.1 0.1
-0.2 -0.2 -0.1
0.4 0.1 0.0
0.3 -0.1 -0.1
-0.5 0.5 -0.6
0.0 -0.2 0.8
0.2 0.2 -0.5
0.2 0.2 0.4
-0.3 -0.4 -0.3
-0.1 0.0 0.0
0.1 0.1 0.1
0.0 0.0 0.2
-0.1 -0.1 -0.2
0.2 0.1 0.0
0.1 -0.1 0.4
0.1 0.0 0.0
0.0 0.0 -0.1
0.0 0.0 0.1
0.0 0.1 0.1
0.1 0.1 0.1
0.1 0.1 -0.1
0.0 0.0 0.1
-0.1 0.0 -0.1
-0.1 0.0 -0.2
0.1 -0.1 -0.1
0.1 0.0 -0.1
0.1 -0.1 0.0
-0.1 0.0 -0.1

HOMO level = -7.8 eV
DFT total energy = -1374.785362 Ha
Charge = 0
Strongest force on any atom = 0.9 eV Å⁻¹
LUMO = 0.01818 hartree
ΔE to the lowest compared entry with this formula, charge and spin = 1.154 eV


No. 3
ORCA calculation (ωB97M-V with the def2-TZVPD basis set) on a cluster of 2 separate species, C2H9OS in total.

Atoms and positions in Å:
O  3.523  0.302  1.781
H  4.391  0.705  1.624
H  2.945  0.561  1.044
H  0.041  0.864  0.395
C  -2.148  0.025  0.530
S  -0.425  -0.371  0.209
C  -0.246  -0.555  -1.561
H  -2.322  1.077  0.306
H  -2.382  -0.253  1.549
H  -2.809  -0.544  -0.120
H  -1.101  -0.141  -2.098
H  0.645  -0.047  -1.884
H  -0.112  -1.623  -1.773

Forces on the atoms, in the same order (eV/Å):
-0.3 0.1 -0.3
-0.4 -0.1 -0.1
0.7 0.0 0.4
0.2 0.2 -0.1
-0.6 0.2 -0.5
0.0 -0.5 0.4
-0.4 -0.4 -0.6
0.0 0.0 0.3
0.2 0.2 0.2
0.3 -0.3 -0.1
0.0 -0.1 0.1
0.5 0.3 0.0
-0.2 0.3 0.2

HOMO level = -14.5 eV
DFT total energy = -554.722854 Ha
Charge = +1
Strongest force on any atom = 0.8 eV Å⁻¹
LUMO = -0.15092 hartree
ΔE to the lowest compared entry with this formula, charge and spin = 0.739 eV


No. 4
ORCA calculation (ωB97M-V with the def2-TZVPD basis set) on a structure of composition C5H5NS in a non-equilibrium geometry.

Atoms and positions in Å:
C  -0.031  1.942  0.974
C  0.871  0.100  -2.501
C  -0.096  0.743  1.009
C  0.235  -0.497  -1.570
C  -0.171  -0.671  0.781
N  -0.460  -1.038  -0.583
S  -0.323  1.506  -2.615
H  0.295  2.961  0.685
H  1.902  0.123  -3.021
H  0.735  -1.129  1.006
H  -0.832  -1.309  1.302
H  -1.317  -1.524  -0.659

Forces on the atoms, in the same order (eV/Å):
1.0 0.8 -0.8
1.1 1.6 -0.6
-0.6 1.0 0.3
-1.4 -0.4 0.4
-0.1 -0.5 -0.4
1.8 1.0 -1.4
0.8 -1.1 -0.1
-0.8 -1.2 0.7
-2.0 -0.6 1.0
2.1 -0.5 0.6
-1.2 0.2 1.4
-0.7 -0.4 -1.1

HOMO level = -7.5 eV
DFT total energy = -646.259792 Ha
Charge = 0
Strongest force on any atom = 2.5 eV Å⁻¹
LUMO = 0.01296 hartree
ΔE to the lowest compared entry with this formula, charge and spin = 5.253 eV


What is the strongest force on any atom in the fourth record?
2.5 eV Å⁻¹